No. 1
ORCA calculation (ωB97M-V with the def2-TZVPD basis set) on a 9-piece molecular cluster, C35H45Br6N5O overall.

Geometry as XYZ:
```
92
Properties=species:S:1:pos:R:3:lowdin_spin:R:1
Br -1.177 -1.751 -4.085 0.009
C -1.033 -3.747 -4.182 0.003
C -0.005 -4.218 -3.103 0.004
Br 0.414 -6.139 -3.352 0.005
H -0.829 -4.107 -5.190 0.000
H -1.968 -4.220 -3.880 0.000
H -0.435 -4.096 -2.109 0.000
H 0.902 -3.613 -3.139 0.005
Br -3.310 -3.772 -1.046 0.001
C -3.294 -2.028 -0.140 0.000
C -4.006 -0.977 -0.964 0.000
Br -4.510 0.602 0.175 0.000
H -2.287 -1.701 0.119 0.000
H -3.841 -2.024 0.803 0.000
H -4.935 -1.426 -1.317 0.000
H -3.587 -0.647 -1.914 0.000
Br 0.048 0.738 5.967 0.000
C 1.284 -0.630 5.442 0.000
C 1.938 -0.167 4.143 0.000
Br 2.792 -1.743 3.305 0.001
H 0.716 -1.561 5.429 0.000
H 1.954 -0.650 6.302 0.000
H 2.643 0.621 4.406 0.000
H 1.107 0.130 3.504 0.000
N 2.200 0.118 -5.195 0.244
C 3.200 -0.019 -4.308 0.068
C 3.747 -1.210 -3.826 0.107
C 3.239 -2.432 -4.423 0.284
C 2.228 -2.307 -5.389 0.075
C 1.746 -1.042 -5.762 0.124
H 3.722 0.897 -4.072 0.005
H 4.547 -1.272 -3.103 0.005
H 3.440 -3.362 -3.913 0.031
H 1.830 -3.218 -5.812 0.000
H 0.922 -0.922 -6.450 0.008
N -4.522 -2.335 3.558 0.000
C -3.834 -1.183 3.676 0.000
C -2.440 -1.119 3.457 0.000
C -1.769 -2.311 3.142 0.000
C -2.464 -3.511 2.976 0.000
C -3.902 -3.492 3.264 0.000
H -4.390 -0.286 3.906 0.000
H -1.907 -0.183 3.537 0.000
H -0.725 -2.317 2.865 0.000
H -2.016 -4.432 2.633 0.000
H -4.457 -4.418 3.295 0.000
N 4.561 2.265 2.174 0.000
C 5.061 2.016 0.960 0.000
C 4.363 2.337 -0.229 0.000
C 3.066 2.753 -0.124 0.000
C 2.518 2.979 1.134 0.000
C 3.314 2.804 2.274 0.000
H 6.034 1.567 0.829 0.000
H 4.879 2.171 -1.164 0.000
H 2.530 2.935 -1.044 0.000
H 1.505 3.352 1.180 0.000
H 2.898 3.006 3.250 0.000
N -0.592 2.563 2.866 0.000
C -0.597 3.433 3.921 0.000
C -1.759 3.829 4.562 0.000
C -3.008 3.502 4.074 0.000
C -3.048 2.547 3.068 0.000
C -1.830 2.050 2.501 0.000
H 0.352 3.704 4.360 0.000
H -1.710 4.462 5.436 0.000
H -3.901 3.960 4.472 0.000
H -4.005 2.192 2.715 0.000
H -1.932 1.433 1.620 0.000
N -0.036 4.576 -2.639 0.000
C 0.307 3.725 -3.627 0.000
C -0.237 2.478 -3.777 0.002
C -1.324 2.079 -2.969 0.001
C -1.776 2.950 -1.976 0.000
C -1.070 4.150 -1.893 0.000
H 1.058 4.018 -4.346 0.000
H 0.050 1.782 -4.552 0.001
H -1.790 1.112 -3.085 0.000
H -2.648 2.698 -1.391 0.000
H -1.221 4.861 -1.094 0.000
C 1.003 0.030 -1.268 0.002
C 1.772 -1.258 -0.959 0.004
C 0.802 -1.909 -0.025 0.001
O 0.206 -0.842 0.659 0.000
C 0.473 0.461 0.105 0.000
H 0.269 -0.233 -2.029 0.000
H 1.570 0.814 -1.770 0.001
H 2.701 -1.069 -0.421 0.001
H 2.011 -1.929 -1.784 0.004
H 1.268 -2.481 0.778 0.000
H 0.053 -2.468 -0.586 0.000
H 1.238 0.950 0.708 0.000
H -0.353 1.134 -0.123 0.000
```

Summary:
total charge	-1
E	-17153.6824	Ha
highest occupied orbital energy (spin up / spin down)	-0.350 / -4.718	eV
LUMO (spin up / spin down)	1.821 / 1.821	eV
2S+1	2
⟨S²⟩	0.76
gap between HOMO and LUMO (spin up / spin down)	2.2 / 6.5	eV


No. 2
ORCA calculation (ωB97M-V with the def2-TZVPD basis set) on C35H45BrN4P2Ru as an isolated structure.

Geometry as XYZ:
```
88
Properties=species:S:1:pos:R:3:lowdin_spin:R:1
C 1.686 3.579 -0.923 0.058
C 0.791 2.791 -1.675 0.003
C 0.816 2.870 -3.083 0.059
C 1.836 3.629 -3.675 0.080
N 2.740 4.286 -2.952 0.729
C 2.652 4.318 -1.624 0.080
C -0.059 1.817 -1.021 0.124
C -1.192 1.547 -0.413 0.145
C -2.504 1.944 0.011 0.167
C -3.321 0.993 0.643 0.007
C -4.640 1.297 0.971 0.093
C -5.111 2.588 0.715 0.145
C -4.298 3.567 0.127 0.090
C -2.994 3.245 -0.235 -0.003
Ru -0.031 -0.093 -0.354 1.257
P 2.117 -0.462 -0.937 0.109
H 0.092 2.320 -3.681 0.006
H 1.651 3.573 0.164 0.006
H 1.910 3.671 -4.766 0.016
H 3.377 4.923 -1.071 0.017
H -2.332 3.971 -0.707 -0.002
H -2.907 0.011 0.882 0.002
H -4.690 4.562 -0.047 0.001
H -5.273 0.543 1.419 0.001
C 2.691 -2.170 -0.553 0.052
C 3.860 -2.731 -1.364 0.017
H 1.809 -2.820 -0.663 0.004
H 2.937 -2.173 0.520 0.000
H 4.050 -3.763 -1.039 0.004
H 3.643 -2.762 -2.437 0.000
H 4.789 -2.172 -1.199 0.000
C 2.398 -0.203 -2.745 0.007
C 3.804 0.213 -3.174 0.002
H 1.676 0.569 -3.052 0.003
H 2.089 -1.125 -3.259 0.000
H 3.824 0.334 -4.265 0.000
H 4.096 1.178 -2.740 0.000
H 4.562 -0.542 -2.927 0.000
C 3.281 0.650 -0.043 0.004
C 4.743 0.206 0.066 0.002
H 2.853 0.770 0.965 0.001
H 3.203 1.642 -0.514 0.000
H 5.312 0.974 0.607 0.000
H 4.848 -0.730 0.627 0.000
H 5.225 0.091 -0.913 0.000
Br -6.897 3.016 1.200 0.456
P -1.346 -1.280 -1.743 0.057
C -0.383 -2.338 -2.899 0.008
C -1.106 -3.551 -3.480 0.001
H 0.515 -2.663 -2.347 0.001
H -0.025 -1.676 -3.701 0.000
H -0.415 -4.086 -4.145 0.000
H -1.418 -4.254 -2.698 0.000
H -1.976 -3.274 -4.086 0.000
C -2.424 -2.433 -0.788 0.020
C -3.728 -2.884 -1.448 0.004
H -2.644 -1.934 0.167 0.001
H -1.795 -3.299 -0.534 0.000
H -4.259 -3.553 -0.758 0.001
H -4.397 -2.040 -1.659 0.000
H -3.565 -3.452 -2.373 0.000
C -2.478 -0.226 -2.744 0.011
C -2.993 -0.802 -4.061 0.001
H -1.931 0.710 -2.929 0.000
H -3.313 0.046 -2.080 0.001
H -3.613 -0.042 -4.554 0.001
H -2.174 -1.050 -4.744 0.000
H -3.629 -1.683 -3.915 0.000
N -0.290 1.575 10.285 0.002
C -0.254 1.186 9.181 0.000
C -0.202 0.702 7.824 0.002
C -1.038 1.256 6.841 0.000
C -0.946 0.822 5.517 0.002
C -0.060 -0.213 5.200 0.001
C 0.741 -0.811 6.179 0.003
C 0.692 -0.325 7.489 -0.001
N 0.041 -0.663 3.871 0.013
C 0.592 -1.877 3.446 0.005
C 0.542 -1.885 2.091 0.021
N 0.015 -0.672 1.667 0.081
C -0.322 0.029 2.754 0.015
H -1.753 2.032 7.118 0.000
H -1.576 1.260 4.742 0.000
H 1.417 -1.623 5.916 0.000
H 1.351 -0.746 8.250 0.000
H 0.958 -2.616 4.130 0.000
H 0.841 -2.631 1.373 0.004
H -0.764 1.023 2.778 0.000
```

Summary:
total charge	+4
E	-4929.6780	Ha
highest occupied orbital energy (spin up / spin down)	-17.319 / -17.317	eV
LUMO (spin up / spin down)	-12.418 / -15.156	eV
2S+1	5
⟨S²⟩	6.05
gap between HOMO and LUMO (spin up / spin down)	4.9 / 2.2	eV


No. 3
ORCA calculation (ωB97M-V with the def2-TZVPD basis set) on C35H45FGeN5O3V as an isolated structure.

Geometry as XYZ:
```
91
Properties=species:S:1:pos:R:3:lowdin_spin:R:1
V -1.039 -0.026 0.864 1.932
N -1.990 -0.742 4.549 0.000
C -3.364 -1.046 4.190 0.000
C -3.575 -1.180 2.688 0.003
N -3.084 -0.079 1.836 0.004
C -3.464 1.291 2.240 0.001
C -2.258 2.027 2.803 0.002
N -1.232 2.087 1.742 0.005
H -1.786 -0.963 5.514 0.000
H -1.323 -1.217 3.951 0.000
H -3.731 -1.990 4.616 0.000
H -4.015 -0.262 4.591 0.000
H -3.087 -2.089 2.333 0.000
H -4.653 -1.310 2.531 0.000
H -3.480 -0.251 0.915 0.002
H -3.821 1.811 1.349 0.000
H -4.279 1.278 2.968 0.000
H -2.542 3.023 3.154 0.000
H -1.860 1.449 3.637 0.000
H -1.579 2.687 0.996 0.001
H -0.380 2.515 2.090 0.002
C 1.566 4.541 -4.784 0.000
C 0.985 3.180 -5.150 0.000
C 1.796 2.434 -6.202 0.000
C 3.176 2.081 -5.665 0.000
C 3.063 1.370 -4.343 0.000
C 4.067 0.541 -3.895 0.001
C 3.946 -0.123 -2.678 0.000
F 4.964 -0.919 -2.295 0.000
C 2.842 0.003 -1.886 0.001
C 1.806 0.841 -2.322 0.000
C 0.609 0.967 -1.493 0.008
O 0.583 0.374 -0.392 0.009
C -0.432 1.791 -2.009 0.003
C -0.231 2.456 -3.180 0.003
N 0.867 2.341 -3.946 0.005
C 1.913 1.524 -3.541 0.001
C -1.757 1.992 -1.304 0.002
O -2.338 3.065 -1.464 0.000
O -2.175 1.018 -0.597 0.010
H 1.678 5.158 -5.676 0.000
H 2.542 4.439 -4.309 0.000
H 0.908 5.062 -4.088 0.000
H -0.032 3.311 -5.521 0.000
H 1.875 3.053 -7.096 0.000
H 1.260 1.523 -6.477 0.000
H 3.775 2.989 -5.545 0.000
H 3.713 1.451 -6.374 0.000
H 4.960 0.385 -4.487 0.000
H 2.746 -0.527 -0.947 0.000
H -1.002 3.127 -3.538 0.000
C -4.565 -1.249 -1.083 0.001
Ge -2.785 -1.954 -1.590 -0.003
C -3.079 -3.823 -2.160 -0.003
C -2.179 -0.978 -3.195 0.001
C -1.505 -1.869 -0.131 -0.021
H -5.299 -1.447 -1.866 0.000
H -4.517 -0.169 -0.936 0.000
H -4.935 -1.722 -0.169 0.000
H -3.824 -3.882 -2.956 0.000
H -3.426 -4.431 -1.323 0.000
H -2.150 -4.263 -2.528 0.000
H -2.679 -1.366 -4.085 0.000
H -1.102 -1.091 -3.335 0.000
H -2.406 0.084 -3.108 0.000
H -0.557 -2.253 -0.532 0.004
H -1.821 -2.617 0.612 0.003
N 0.122 -0.692 2.120 -0.106
C 1.160 -1.050 2.740 0.067
C 2.155 -1.944 2.061 0.000
C 3.524 -1.708 2.168 0.010
C 4.425 -2.455 1.422 -0.002
C 3.969 -3.455 0.577 0.011
C 2.606 -3.705 0.477 -0.001
C 1.704 -2.949 1.207 0.010
C 1.471 -0.570 4.120 0.000
C 2.144 -1.381 5.032 0.011
C 2.368 -0.945 6.330 -0.002
C 1.933 0.311 6.727 0.013
C 1.264 1.127 5.824 -0.001
C 1.029 0.684 4.534 0.011
H 3.883 -0.923 2.823 0.000
H 5.486 -2.250 1.497 0.000
H 4.673 -4.037 -0.005 0.001
H 2.245 -4.487 -0.180 0.000
H 0.639 -3.112 1.113 0.000
H 2.488 -2.362 4.726 0.000
H 2.884 -1.588 7.030 0.000
H 2.115 0.654 7.738 0.001
H 0.921 2.108 6.129 0.000
H 0.487 1.297 3.825 0.000
```

Summary:
total charge	0
E	-4981.1147	Ha
highest occupied orbital energy (spin up / spin down)	-7.087 / -7.650	eV
LUMO (spin up / spin down)	-0.007 / -0.058	eV
2S+1	3
⟨S²⟩	2.05
gap between HOMO and LUMO (spin up / spin down)	7.1 / 7.6	eV


No. 4
ORCA calculation (ωB97M-V with the def2-TZVPD basis set) on a 6-piece molecular cluster, C35H45IN7O4 overall.

Geometry as XYZ:
```
92
Properties=species:S:1:pos:R:3:lowdin_charge:R:1
O -5.382 1.385 1.949 0.033
C -4.706 2.170 1.459 -0.874
I -4.100 3.910 2.601 0.850
C -4.197 2.118 0.041 -0.128
C -3.300 0.910 -0.267 -0.314
C -2.938 0.105 0.949 -0.073
N -2.086 -1.082 0.640 0.134
C -1.050 -0.893 -0.450 -0.178
C 0.363 -0.769 0.136 -0.157
O 1.133 -1.784 -0.444 -0.068
C 2.287 -2.112 0.280 -0.265
O 3.309 -1.263 -0.119 -0.086
C 4.491 -1.551 0.630 -0.177
C 5.681 -0.891 -0.026 -0.198
O 6.317 -0.015 0.909 -0.077
C -1.379 0.203 -1.453 -0.150
N -2.027 1.366 -0.857 0.000
H -5.046 2.131 -0.628 0.139
H -3.622 3.007 -0.161 0.085
H -3.764 0.278 -1.029 0.153
H -3.856 -0.265 1.386 0.132
H -2.491 0.733 1.703 0.148
H -1.574 -1.298 1.497 0.176
H -2.651 -1.909 0.452 0.193
H -1.028 -1.815 -1.012 0.158
H 0.372 -0.783 1.231 0.132
H 0.761 0.191 -0.184 0.137
H 2.106 -2.030 1.358 0.138
H 2.538 -3.141 0.038 0.141
H 4.388 -1.150 1.638 0.127
H 4.651 -2.628 0.712 0.121
H 5.363 -0.303 -0.878 0.124
H 6.403 -1.630 -0.349 0.103
H 7.218 -0.330 1.031 0.093
H -1.978 -0.203 -2.275 0.131
H -0.436 0.528 -1.865 0.134
H -2.227 2.064 -1.563 0.129
N 7.134 -3.971 -1.629 0.059
C 5.962 -4.603 -1.577 -0.172
C 5.797 -5.883 -1.072 -0.080
C 6.914 -6.548 -0.592 -0.080
C 8.140 -5.909 -0.637 -0.063
C 8.197 -4.625 -1.162 -0.141
H 5.115 -4.046 -1.967 0.100
H 4.819 -6.346 -1.055 0.098
H 6.828 -7.550 -0.190 0.107
H 9.037 -6.392 -0.274 0.104
H 9.133 -4.082 -1.215 0.067
N 4.337 4.190 4.171 0.055
C 5.406 4.035 3.391 -0.147
C 5.502 3.075 2.395 -0.063
C 4.429 2.225 2.201 -0.082
C 3.308 2.369 3.003 -0.082
C 3.313 3.364 3.969 -0.164
H 6.224 4.722 3.582 0.105
H 6.394 2.995 1.790 0.104
H 4.467 1.462 1.436 0.082
H 2.447 1.723 2.884 0.086
H 2.456 3.515 4.618 0.100
N 10.299 -1.952 -1.754 0.047
C 10.254 -0.803 -2.427 -0.152
C 11.320 -0.290 -3.148 -0.069
C 12.504 -1.008 -3.170 -0.076
C 12.573 -2.204 -2.476 -0.068
C 11.446 -2.629 -1.790 -0.160
H 9.309 -0.272 -2.380 0.102
H 11.225 0.649 -3.677 0.103
H 13.361 -0.640 -3.720 0.108
H 13.478 -2.796 -2.467 0.104
H 11.456 -3.563 -1.237 0.098
N -9.591 1.749 1.333 0.056
C -10.811 1.211 1.326 -0.142
C -11.093 -0.061 1.803 -0.063
C -10.053 -0.818 2.313 -0.081
C -8.777 -0.276 2.327 -0.076
C -8.603 1.006 1.829 -0.160
H -11.596 1.838 0.917 0.086
H -12.104 -0.444 1.775 0.106
H -10.232 -1.815 2.694 0.106
H -7.936 -0.833 2.717 0.096
H -7.625 1.470 1.824 0.071
N -13.382 3.633 -0.546 0.050
C -14.152 3.523 -1.627 -0.154
C -13.766 3.943 -2.891 -0.074
C -12.512 4.511 -3.040 -0.083
C -11.698 4.635 -1.927 -0.074
C -12.179 4.181 -0.709 -0.167
H -15.126 3.075 -1.464 0.103
H -14.433 3.827 -3.735 0.102
H -12.174 4.853 -4.011 0.105
H -10.712 5.073 -1.999 0.100
H -11.576 4.255 0.191 0.099
```

Summary:
total charge	+1
E	-2342.2910	Ha
highest occupied orbital energy	-10.898	eV
LUMO	-3.203	eV
2S+1	1
gap between HOMO and LUMO	7.7	eV